No. 1
Here is C5H8N2 in the gas phase in a non-equilibrium geometry from the Open Molecules 2025 dataset. Energies are from the ωB97M-V functional and the def2-TZVPD basis.

## Properties
Total energy ... -8292.2016 eV
HOMO energy ... -8.85 eV
Multiplicity ... 1
Lowest unoccupied orbital energy ... 0.842 eV
Molar mass ... 96.133 g mol⁻¹
Energy above the lowest of the compared OMol25 structures with the same formula, charge and spin ... 269.65 kJ/mol
Orbital gap ... 9.697 eV

```
15
Properties=species:S:1:pos:R:3:forces:R:3:mulliken_charge:R:1
H 1.342212 -0.939923 -1.482073 -0.24 0.14 -0.15 0.41
H -1.072761 1.720269 -0.863023 -0.02 -0.06 0.10 0.31
H -0.351084 1.754011 0.751487 -0.07 -0.16 -0.12 0.35
H -1.954818 1.036242 0.527644 0.10 0.01 -0.06 0.40
H -1.482332 -1.159724 1.426810 0.15 0.01 -0.13 0.27
H -2.109356 -0.998051 -0.834939 -0.04 -0.07 0.07 0.28
H 3.029829 0.536232 0.834632 0.92 0.69 0.67 0.29
C 1.925630 0.696869 -0.409529 0.10 -0.31 0.14 0.34
C -0.339583 -0.193394 -0.204234 -0.02 0.14 -0.05 1.29
N 2.839936 1.293937 0.165844 -0.42 -0.49 -0.24 -0.66
C 1.024016 -0.156916 -0.802938 0.05 0.05 -0.13 -0.86
H -0.013577 -2.122551 0.906338 -0.10 0.13 -0.12 0.27
C -0.730440 -1.341850 0.659057 0.04 -0.10 0.26 -0.66
N -1.139675 -1.280987 -0.744078 -0.37 0.00 -0.19 -0.67
C -0.967997 1.155830 0.069000 -0.08 0.01 -0.03 -1.37
```
Positions in Å, forces in eV/Å.

No. 2
Here is C5H8N2 in the gas phase from the Open Molecules 2025 dataset. Energies are from the ωB97M-V functional and the def2-TZVPD basis.

## Properties
Total energy ... -8294.8837 eV
HOMO energy ... -7.70 eV
Multiplicity ... 1
Lowest unoccupied orbital energy ... 1.046 eV
Molar mass ... 96.133 g mol⁻¹
Energy above the lowest of the compared OMol25 structures with the same formula, charge and spin ... 10.87 kJ/mol
Orbital gap ... 8.743 eV

```
15
Properties=species:S:1:pos:R:3:forces:R:3:mulliken_charge:R:1
C 0.888023 1.639833 -1.513617 0.01 0.04 -0.03 -1.15
C 0.557620 -0.846282 -0.929188 0.02 0.12 -0.12 -0.88
H 0.374841 2.565382 -1.232330 0.07 -0.15 -0.03 0.31
H -0.550565 1.512230 1.089062 0.01 -0.16 -0.08 0.34
H -2.180804 -1.337284 1.982296 0.10 -0.03 0.03 0.25
N -0.019565 -1.548372 0.101373 -0.06 -0.02 0.13 0.01
H -0.037384 -2.548524 0.210267 0.01 0.11 -0.02 0.20
H 0.673586 1.457347 -2.571818 0.06 0.02 0.14 0.31
H 1.001617 -1.354072 -1.775565 -0.07 0.09 0.15 0.38
N -1.190046 -1.205836 2.163147 -0.08 0.18 0.03 -0.59
H -1.109088 -0.562474 2.941366 0.02 -0.11 -0.03 0.27
H 1.965202 1.821250 -1.419276 -0.15 -0.04 0.01 0.24
C -0.267311 0.594545 0.586672 -0.02 0.02 0.05 -0.71
C 0.424848 0.493812 -0.658331 0.01 -0.10 -0.03 0.88
C -0.530975 -0.681555 1.025942 0.07 0.02 -0.23 0.14
```
Positions in Å, forces in eV/Å.

No. 3
Here is C5H8N2 in the gas phase from the Open Molecules 2025 dataset. Energies are from the ωB97M-V functional and the def2-TZVPD basis.

## Properties
Total energy ... -8292.3091 eV
HOMO energy (spin up / spin down) ... -5.86 / -5.72 eV
Multiplicity ... 1
Lowest unoccupied orbital energy (spin up / spin down) ... 0.956 / 0.949 eV
Molar mass ... 96.133 g mol⁻¹
Energy above the lowest of the compared OMol25 structures with the same formula, charge and spin ... 259.28 kJ/mol
Orbital gap (spin up / spin down) ... 6.816 / 6.672 eV

```
15
Properties=species:S:1:pos:R:3:forces:R:3:mulliken_charge:R:1
H -1.621454 -1.963004 0.465062 0.13 0.15 -0.01 0.35
H 3.180047 -0.524864 0.484674 -0.07 0.06 -0.01 0.24
C -1.173607 0.065813 -0.161794 0.13 0.04 0.06 0.25
C 0.133209 0.811670 -0.265784 0.00 0.08 -0.05 -0.67
H 1.089794 -2.181261 0.796792 -0.10 0.13 0.03 0.39
H 2.663877 1.242173 0.038591 0.00 -0.16 0.03 0.24
C -0.898674 -1.177901 0.266039 -0.03 -0.08 0.05 -0.44
H 0.148909 1.734956 0.320040 0.00 -0.15 -0.01 0.34
C 0.523745 -1.306070 0.512681 0.01 -0.06 -0.08 -0.61
N -2.395309 0.745073 -0.281138 0.00 -0.13 -0.09 -0.54
C 2.429053 0.204909 0.225179 0.25 0.01 0.09 -0.56
N 1.143611 -0.150984 0.235259 -0.22 0.02 -0.11 0.12
H -3.188070 0.116146 -0.249261 0.07 0.11 0.00 0.25
H 0.431167 1.037637 -1.292970 -0.23 0.09 0.06 0.41
H -2.466300 1.345703 -1.093375 0.05 -0.10 0.03 0.23
```
Positions in Å, forces in eV/Å.

No. 4
Here is C5H8N2 in the gas phase in a non-equilibrium geometry from the Open Molecules 2025 dataset. Energies are from the ωB97M-V functional and the def2-TZVPD basis.

## Properties
Total energy ... -8293.6153 eV
HOMO energy ... -10.00 eV
Multiplicity ... 1
Lowest unoccupied orbital energy ... 0.837 eV
Molar mass ... 96.133 g mol⁻¹
Energy above the lowest of the compared OMol25 structures with the same formula, charge and spin ... 133.25 kJ/mol
Orbital gap ... 10.839 eV

```
15
Properties=species:S:1:pos:R:3:forces:R:3:mulliken_charge:R:1
C 0.205702 0.094998 -0.156358 -0.07 -0.08 0.18 1.03
C 1.147934 1.224530 0.029841 0.04 0.18 0.28 -0.73
C -2.206753 -0.424013 0.478713 -0.62 -0.49 0.59 0.20
H -1.582814 0.462847 -1.322878 0.01 -0.12 0.12 0.31
N -2.959579 -1.033375 1.111016 0.76 0.46 -0.65 -0.43
H 2.061090 1.047124 0.595353 -0.13 -0.01 -0.12 0.27
H 0.760208 2.239292 0.097255 0.07 -0.15 0.02 0.26
N 0.984164 0.603823 -1.283286 0.08 -0.13 -0.18 -0.67
H 1.765415 -0.017404 -1.484107 -0.14 0.07 0.02 0.29
C 0.572204 -1.259604 0.409885 0.00 -0.01 0.00 -1.54
H 0.269288 -2.068070 -0.265666 -0.02 0.12 0.08 0.32
C -1.291089 0.441159 -0.268848 0.02 0.14 -0.02 -0.39
H 0.089703 -1.432197 1.376389 0.06 0.03 -0.12 0.40
H 1.655966 -1.324535 0.555537 -0.15 0.02 -0.05 0.41
H -1.471440 1.445426 0.127153 0.09 -0.02 -0.15 0.26
```
Positions in Å, forces in eV/Å.